The following is a DFT calculation (ωB97M-V/def2-TZVPD) of C21H27FN4OS in the gas phase.

Geometry (Å):
C1 4.6716 1.1482 2.2110
N1 3.5395 1.1798 3.1143
C2 2.8430 2.4496 3.0270
H1 3.5707 3.2560 3.1007
H2 2.2877 2.5673 2.0842
H3 2.1549 2.5473 3.8653
C3 2.6643 0.0442 2.8766
H4 3.2911 -0.8505 2.8881
C4 1.5816 -0.1038 3.9539
N2 0.3329 0.5161 3.5684
C5 -0.7550 -0.2022 3.2558
O1 -0.8497 -1.4082 3.3863
C6 -1.9081 0.6123 2.6474
N3 -2.0544 0.2169 1.2614
C7 -1.1796 0.6497 0.3157
N4 -1.2009 0.0633 -0.8967
C8 -0.2626 0.4485 -1.9369
C9 -0.9371 1.2760 -2.9997
C10 -1.2011 0.7670 -4.2644
C11 -1.8387 1.5049 -5.2441
C12 -2.2367 2.7974 -4.9537
C13 -1.9918 3.3310 -3.6989
C14 -1.3486 2.5772 -2.7344
H5 -1.1509 2.9952 -1.7593
H6 -2.3003 4.3399 -3.4721
H7 -2.7364 3.3853 -5.7082
H8 -2.0149 1.0615 -6.2116
F1 -0.8272 -0.5021 -4.5596
H9 0.1602 -0.4631 -2.3692
H10 0.5365 1.0320 -1.4718
C15 -2.0858 -1.0235 -1.2778
C16 -1.3927 -2.3665 -1.2110
C17 -0.7757 -2.8005 -0.0430
C18 -0.1349 -4.0263 -0.0050
C19 -0.1019 -4.8318 -1.1303
C20 -0.7088 -4.4037 -2.2982
C21 -1.3466 -3.1764 -2.3386
H11 -1.8090 -2.8426 -3.2561
H12 -0.6823 -5.0224 -3.1828
H13 0.3978 -5.7884 -1.0977
H14 0.3364 -4.3486 0.9110
H15 -0.7811 -2.1926 0.8496
H16 -2.9862 -1.0157 -0.6580
H17 -2.4099 -0.8349 -2.3061
S1 -0.1626 1.9281 0.6433
H18 -2.4183 -0.7204 1.1608
H19 -1.7213 1.6855 2.6942
H20 -2.8382 0.3707 3.1649
H21 0.3783 1.4772 3.2610
H22 1.3557 -1.1596 4.1174
H23 1.9410 0.3335 4.8890
H24 2.1760 0.1035 1.8866
H25 4.3757 1.2388 1.1542
H26 5.3439 1.9692 2.4550
H27 5.2104 0.2106 2.3420

Summary:
ΔE to the lowest compared entry with this formula, charge and spin	3.2	kcal/mol
SMILES string	CN(C)CCNC(=O)CNC(=S)N(Cc1ccccc1)Cc1ccccc1F
E	-1608.76207	a.u.

Here are the natural (NBO) charges for atoms 1 to 2, given in e: -0.4081 -0.4360